Entry from the Open Molecules 2025 dataset: a cluster of 9 separate species, C26H72N2O15 in total at a distorted geometry (the ωB97M-V functional and the def2-TZVPD basis).

XYZ file:
```
115
Properties=species:S:1:pos:R:3:forces:R:3:mulliken_charge:R:1
C -3.637 -4.822 -3.941 -1.9 -0.5 0.0 -0.778
O -3.876 -3.721 -3.035 0.4 -1.1 -3.2 -0.431
C -3.321 -2.535 -3.636 -0.5 -0.2 0.5 -0.210
C -3.818 -1.515 -2.643 -1.5 -1.0 0.0 -0.068
N -3.881 -0.214 -3.123 1.8 2.8 -0.2 -0.427
C -2.645 0.584 -2.815 -1.9 -2.1 -0.6 0.372
C -1.482 0.243 -3.705 -4.3 8.8 1.3 -2.129
O -0.835 -0.785 -3.508 5.7 -8.1 1.3 0.266
C 0.158 -0.961 -4.538 -0.6 -3.5 0.3 -0.989
H -4.347 -5.625 -3.685 0.3 0.3 0.2 0.257
H -2.659 -5.273 -3.998 0.7 0.3 0.6 0.263
H -3.899 -4.543 -4.971 0.0 0.3 0.2 0.359
H -3.657 -2.359 -4.718 0.2 -0.2 1.6 0.516
H -2.245 -2.634 -3.567 0.4 0.1 -0.5 -0.179
H -3.358 -1.619 -1.678 1.0 -0.1 0.6 -0.382
H -4.833 -1.809 -2.413 -0.5 -0.3 -0.2 0.599
H -4.635 0.329 -2.745 -0.5 -0.2 0.2 0.359
H -2.356 0.542 -1.781 0.2 -0.5 0.9 -0.890
H -2.996 1.565 -2.952 0.2 1.6 -0.6 0.683
H -0.948 1.170 -3.544 1.4 0.8 0.0 0.572
H -1.772 0.354 -4.662 -1.6 0.2 -3.8 1.038
H 0.633 -1.983 -4.387 -0.2 1.6 0.4 0.033
H 0.859 -0.160 -4.564 0.5 0.7 0.0 0.361
H -0.347 -1.139 -5.493 -0.2 0.8 -0.1 0.388
C 5.556 -1.164 1.990 -0.8 -2.4 -0.1 -1.016
O 4.261 -0.554 1.819 2.7 -0.6 0.1 0.097
C 4.213 0.681 2.534 -0.4 -0.7 1.3 -1.342
C 3.017 0.608 3.495 0.2 -0.7 -1.3 0.687
N 2.608 1.935 3.884 0.0 0.4 -0.6 -0.054
C 1.382 1.992 4.627 0.3 1.0 1.8 -1.357
C 0.129 1.836 3.754 12.2 -5.0 -5.8 1.259
O -0.902 2.043 4.270 -15.2 2.6 7.0 -0.427
C -1.394 3.332 4.276 2.2 1.8 0.5 -0.471
H 6.476 -0.619 1.865 -0.1 1.3 -0.4 0.346
H 5.703 -2.059 1.279 -0.7 1.2 1.1 0.231
H 5.557 -1.507 3.031 0.4 -0.4 -0.1 0.427
H 4.024 1.285 1.724 -0.8 2.5 -1.4 0.233
H 5.139 1.078 3.008 -0.3 -0.9 -0.2 0.404
H 3.243 -0.102 4.307 0.1 0.6 0.3 0.503
H 2.287 0.039 2.890 -0.3 0.4 0.2 -0.567
H 2.454 2.543 3.016 0.7 -1.9 1.7 0.178
H 1.287 3.016 5.040 0.3 -0.3 0.2 0.322
H 1.449 1.337 5.566 -0.5 0.5 -1.5 0.312
H 0.072 0.752 3.574 0.9 -0.2 -1.3 0.106
H 0.249 2.422 2.822 0.7 -0.4 -0.4 -0.455
H -1.727 3.797 3.356 -0.6 -0.9 -0.8 -0.067
H -0.476 3.917 4.457 -0.5 0.7 0.6 0.318
H -2.091 3.491 5.062 -0.6 -0.1 0.5 0.412
O 1.546 2.696 -0.566 0.9 -0.4 0.6 -0.848
C 1.321 1.330 -0.088 5.0 2.6 -0.1 2.073
C 0.713 0.891 -1.253 -0.1 -5.0 -2.0 -0.196
O 0.173 -0.334 -0.820 -1.1 -1.4 -0.1 3.510
H 1.751 3.219 0.190 0.7 0.8 0.8 0.164
H 2.241 0.643 0.142 -1.0 1.7 -0.3 -1.166
H 0.760 1.378 0.761 -2.0 -0.2 2.3 -0.549
H 1.457 0.626 -2.029 -0.2 0.7 0.0 0.164
H -0.026 1.508 -1.613 -1.6 1.6 -0.9 -0.448
H -0.161 -0.779 -1.601 -0.2 -0.6 -0.3 -1.426
O 0.160 -1.460 1.788 0.5 0.3 -1.1 -0.129
C 1.257 -2.280 2.069 -0.8 -0.8 5.7 -1.692
C 2.142 -2.444 0.980 3.0 0.7 0.0 0.312
O 1.635 -3.487 0.305 -1.8 -2.7 -3.0 -0.437
H 0.419 -1.179 0.875 -1.4 0.5 0.5 -0.314
H 1.812 -2.004 2.999 -0.3 0.9 -0.6 0.182
H 0.962 -3.299 2.449 -0.4 0.7 -0.9 0.293
H 3.147 -2.730 1.344 -0.3 0.7 -0.1 0.664
H 2.170 -1.558 0.341 0.5 0.2 0.1 0.039
H 2.316 -4.079 0.041 0.7 -0.8 -0.4 0.268
O -3.361 3.509 0.604 -0.1 2.8 0.6 -0.778
C -2.182 3.164 -0.126 -0.3 2.9 2.2 3.033
C -2.123 3.885 -1.366 0.6 2.8 -0.7 -1.040
O -3.337 3.997 -1.969 -1.8 -0.5 -1.7 -0.566
H -3.217 4.439 1.000 -0.4 -2.3 -0.8 0.390
H -1.360 3.512 0.465 0.9 -0.9 0.3 0.057
H -2.250 2.189 -0.360 0.0 -3.8 -0.1 -1.728
H -1.410 3.442 -2.000 0.8 -0.8 -1.1 0.229
H -1.764 4.908 -1.223 0.5 0.3 0.4 0.422
H -3.983 4.240 -1.302 -0.1 -0.1 0.2 0.396
O -2.668 -1.849 1.193 1.7 -2.5 -0.3 -0.504
C -3.345 -0.687 1.220 0.9 1.4 -1.2 0.278
C -2.678 0.324 2.070 -0.4 1.2 2.8 -0.039
O -3.539 1.479 2.181 1.0 -0.8 0.0 -0.682
H -1.776 -1.739 1.537 0.4 -0.1 -0.1 0.371
H -3.425 -0.243 0.194 -0.4 -0.2 0.4 -0.279
H -4.254 -0.966 1.640 -2.3 0.4 0.4 0.434
H -1.607 0.540 1.805 -0.9 0.0 -0.1 -0.429
H -2.679 0.014 3.148 0.5 -0.4 -0.9 0.379
H -3.432 1.960 1.367 -0.4 0.6 -0.1 0.363
C 0.756 4.843 1.682 -0.7 -1.2 -1.5 -1.078
C 1.898 4.646 2.553 2.2 1.7 0.9 -0.196
O 2.816 3.711 2.075 -0.3 -0.6 -2.3 -0.531
H 0.129 5.455 2.241 -1.5 1.4 0.7 0.559
H 0.190 3.916 1.495 0.4 0.3 0.0 -0.300
H 1.007 5.319 0.745 0.0 0.1 -0.3 0.490
H 1.559 4.396 3.550 0.1 -0.1 0.4 0.115
H 2.489 5.580 2.576 -0.7 0.1 0.5 0.501
H 3.710 3.890 2.331 0.6 0.3 0.4 0.271
C 4.215 -1.937 -1.433 2.3 3.9 4.2 -0.832
C 3.514 -2.437 -2.491 -2.9 -4.3 -1.3 -0.347
O 2.127 -2.437 -2.292 -0.6 1.6 -2.9 -0.235
H 4.302 -2.409 -0.469 -0.6 -0.7 0.1 0.080
H 3.829 -0.925 -1.252 0.2 0.1 0.4 0.127
H 5.211 -1.797 -1.730 1.8 0.3 -0.4 0.526
H 3.864 -3.436 -2.673 0.0 -1.1 -0.4 0.272
H 3.767 -1.943 -3.364 -0.1 1.4 -1.9 0.430
H 1.757 -2.849 -1.542 0.0 -1.0 1.8 -0.299
C -0.614 -4.705 -1.981 2.6 2.5 0.0 -1.581
C -1.343 -3.769 -1.138 -1.3 0.3 2.1 1.431
O -2.682 -4.126 -0.863 1.1 -0.9 1.6 -0.719
H -0.854 -4.501 -2.965 -0.1 0.5 -2.4 0.203
H -0.777 -5.688 -1.884 -0.8 -3.7 1.2 0.521
H 0.459 -4.490 -1.794 -0.4 -0.4 -0.5 0.076
H -1.306 -2.785 -1.566 0.1 0.8 -0.4 -0.848
H -0.841 -3.685 -0.182 0.0 0.0 0.4 0.351
H -3.255 -3.758 -1.508 -0.7 0.2 -1.0 0.577
```
Positions in Å, forces in eV/Å.

Orbital gap   0.30134 hartree
SMILES   COCCNCCOC.COCCNCCOC.OCCO.OCCO.OCCO.OCCO.CCO.CCO.CCO
Charge   0
2S+1   1

Entry from the Open Molecules 2025 dataset: a structure of composition C3H2FLiO2V at a distorted geometry (the ωB97M-V functional and the def2-TZVPD basis).

XYZ file:
```
10
Properties=species:S:1:pos:R:3:forces:R:3:lowdin_spin:R:1
O -0.429 -0.625 1.282 -0.8 0.3 0.9 -0.004
C -1.213 0.168 1.972 1.4 -0.9 -1.4 0.003
O -2.361 0.283 1.432 -1.1 0.0 0.1 0.031
Li -2.287 -1.112 0.038 0.0 -0.2 -0.3 0.001
V -2.319 1.537 2.940 -0.2 0.5 0.6 2.969
C 1.019 -0.525 1.563 -0.1 0.1 0.4 -0.001
C 1.687 0.570 0.856 1.2 0.6 -0.7 0.001
H 1.517 -1.463 1.268 -0.2 0.2 0.1 0.000
H 1.154 -0.345 2.642 0.0 -0.2 -0.3 0.000
F 0.980 1.073 -0.120 -0.3 -0.4 0.6 0.000
```
Positions in Å, forces in eV/Å.

Orbital gap (spin up / spin down)   0.24011 / 0.24612 hartree
Charge   +2
2S+1   4